No. 1
{
  "formula": "C16H23NO4S",
  "method": "ωB97M-V/def2-TZVPD",
  "species": ["C", "O", "H", "H", "C", "O", "H", "H", "H", "C", "H", "H", "H", "H", "H", "H", "C", "C", "H", "O", "C", "C", "C", "H", "H", "O", "N", "H", "H", "C", "C", "C", "C", "H", "H", "C", "H", "C", "S", "C", "H", "H", "H", "C", "H"],
  "positions_angstrom": [[1.4247, 0.7203, -1.6375], [0.2148, 1.2629, -1.9970], [-4.9824, 4.1748, 1.7290], [2.6048, -6.2450, 2.6743], [-3.2576, 5.0589, 2.7373], [3.3172, -6.5930, -0.1930], [-0.2727, -1.6013, -2.2806], [4.9272, -4.5560, -0.8269], [5.5565, -2.3369, -1.8560], [2.3151, -1.6274, -1.1518], [-0.9425, 0.8559, 0.4174], [2.4162, -4.4616, 2.5902], [3.9789, -5.2303, 2.2390], [-1.4166, 2.9690, -1.0352], [-4.6151, 5.8125, 1.2676], [-3.6531, 2.2952, 0.9279], [2.0208, -2.8421, -0.4979], [-0.8449, 0.3910, -1.6859], [-2.4816, 4.9314, 0.0433], [1.0747, -5.8481, 0.2820], [4.2255, -3.7219, -0.8814], [-2.8221, 2.8761, 0.5812], [-0.1241, -0.9698, -1.4140], [-3.9860, 4.2602, -0.6230], [-2.9807, 2.2270, -1.4471], [2.4705, 1.3387, -1.5546], [1.2938, -0.6230, -1.3088], [1.0740, -3.0000, -0.0574], [-0.4932, -1.4738, -0.5135], [2.9639, -3.8565, -0.3927], [4.5726, -2.4876, -1.4661], [-3.3521, 4.2873, 0.2793], [3.6355, -1.4549, -1.6182], [-2.8420, 4.1562, 3.1357], [-2.5082, 0.2293, -0.2375], [-4.1411, 4.8521, 1.5000], [-1.5272, 0.3365, -2.4976], [-1.6258, 0.8681, -0.4560], [2.5055, -5.5237, 0.3654], [-2.2066, 2.2702, -0.6708], [-2.0901, 2.9253, 1.4104], [-3.8432, 5.4703, 3.5638], [-2.4376, 5.7489, 2.5495], [2.9158, -5.3274, 2.1423], [3.9381, -0.5380, -2.1351]],
  "forces_ev_per_angstrom": [[1.970, 0.269, 0.677], [1.396, 0.251, 0.126], [0.349, 0.085, -0.009], [-0.027, 0.351, -0.575], [-0.650, 0.421, 0.100], [0.584, 1.445, 0.356], [-0.042, -0.538, -0.079], [-0.135, 0.309, -0.056], [0.436, 0.014, -0.131], [0.228, 0.213, 0.229], [-0.361, 0.002, -0.282], [-0.005, -0.152, -0.368], [0.604, 0.146, -0.084], [-0.454, -0.525, 0.150], [0.156, -0.094, -0.203], [-0.528, -0.643, 0.261], [0.283, 0.642, -0.373], [0.190, -1.376, 2.085], [-0.454, -0.093, 0.109], [1.259, 1.719, 0.199], [1.245, 0.482, -0.500], [0.444, 0.864, -0.253], [-0.263, -0.150, -0.344], [0.120, 0.010, 0.327], [0.130, -0.021, -0.025], [-1.556, -0.368, -0.603], [-0.893, -0.122, -0.163], [-1.004, -0.164, 0.236], [-0.022, 0.198, -0.198], [-1.162, -1.196, 0.545], [-1.136, -0.130, 0.215], [0.001, 0.242, 0.674], [0.086, -0.198, -0.120], [0.309, -0.703, 0.005], [0.777, -0.167, -0.178], [0.266, -0.061, -0.349], [-0.333, -0.091, -1.025], [-0.093, 0.585, 0.109], [-1.400, -1.353, 0.160], [0.710, 0.389, 0.027], [-0.218, -0.095, -0.439], [-0.038, 0.136, -0.120], [0.059, 0.066, -0.159], [-0.569, -0.251, -0.323], [-0.261, -0.348, 0.368]],
  "mol_weight_g_mol": 325.4,
  "smiles": "CCCCCC[C@@H]1CN(c2cccc(S(C)(=O)=O)c2)C(=O)O1",
  "multiplicity": 1,
  "lumo_ev": 0.44
}


No. 2
{
  "formula": "C5H6S",
  "method": "ωB97M-V/def2-TZVPD",
  "species": ["C", "H", "H", "C", "H", "H", "C", "H", "C", "C", "H", "S"],
  "positions_angstrom": [[0.3443, 0.1770, -0.1517], [-2.0223, -0.5732, 1.4272], [3.2333, -1.7700, -0.7064], [1.5043, -0.2426, -0.1463], [-3.0860, 0.5600, 0.3139], [-1.0584, 1.6835, 0.4875], [3.1283, -0.7461, -0.3300], [-2.1944, -1.0440, -0.3092], [-2.1275, -0.1488, 0.3887], [-0.9367, 0.7394, -0.1308], [-1.0999, 1.1370, -1.0724], [4.3150, 0.2278, 0.2296]],
  "forces_ev_per_angstrom": [[4.753, -1.648, 0.573], [0.119, 0.849, -1.032], [-0.063, 0.507, -0.021], [1.746, -0.694, -0.938], [1.899, -1.958, 0.226], [0.966, -0.936, -0.290], [-3.371, 2.307, 1.690], [-0.403, 1.089, 0.846], [-1.011, 0.193, -1.215], [-2.606, 1.149, 3.247], [-0.891, 0.358, -2.236], [-1.138, -1.217, -0.849]],
  "mol_weight_g_mol": 98.2,
  "smiles": "CCC#CC=S",
  "multiplicity": 1,
  "lumo_ev": -0.81
}


No. 3
{
  "formula": "C20H17BrF2N6O2Tc",
  "method": "ωB97M-V/def2-TZVPD",
  "species": ["C", "O", "F", "H", "H", "H", "H", "C", "N", "N", "N", "F", "H", "H", "C", "C", "C", "C", "C", "Tc", "H", "N", "C", "C", "C", "C", "O", "H", "H", "C", "C", "C", "H", "H", "H", "N", "C", "H", "N", "C", "H", "H", "H", "C", "C", "Br", "C", "C", "H"],
  "positions_angstrom": [[-1.4862, -6.6833, 1.7657], [0.0029, 1.6617, 1.0898], [1.9534, -0.8560, -1.8372], [-2.1477, -2.7755, -3.4392], [-2.4767, -6.5463, 3.6555], [-1.7738, -5.1911, -2.9772], [-1.8876, 6.3428, -1.1574], [-0.7797, -7.8665, 3.7272], [-2.1321, 3.7137, -2.3396], [-0.9076, 2.4410, -0.7874], [0.2127, -1.5963, 0.2047], [2.3544, 0.8787, -0.5410], [-2.6030, 4.5607, -2.6115], [-3.3276, 5.6977, -0.3106], [-2.2427, 5.7992, -0.2820], [-0.4226, -7.2806, 1.0756], [-0.5455, 2.6163, 0.4907], [0.4396, -8.1912, 1.6913], [0.7893, -4.2373, 0.8109], [-0.3145, 0.2849, -0.5188], [1.4036, -1.0487, 1.7821], [-0.6094, -6.2587, -1.1063], [1.3059, -3.2096, 1.5523], [-1.6602, -6.9827, 3.0980], [0.2667, -8.4693, 3.0304], [-0.0699, -3.9526, -0.2750], [-1.1689, -0.8742, -1.8793], [0.9252, -9.1619, 3.5345], [1.0655, -5.2503, 1.0565], [-1.5961, -3.0980, -2.5685], [-1.3798, -4.4373, -2.3075], [-0.3018, -2.6064, -0.5537], [1.2243, -8.6617, 1.1144], [1.5148, 1.0123, -2.3624], [-2.1662, -6.0154, 1.2523], [-1.5961, 4.4941, -0.1945], [-0.6755, -4.8915, -1.1859], [1.9742, -3.4027, 2.3791], [-0.2522, -7.0436, -0.2776], [1.4926, 0.3741, -1.4736], [-0.0598, 4.5552, 1.2814], [-1.6127, 3.8988, 1.8510], [-2.0337, 2.9820, -3.0239], [0.9938, -1.8825, 1.2265], [-1.5775, 3.5713, -1.1499], [-1.0240, -8.2604, 5.5319], [-1.0552, -2.1613, -1.7013], [-0.9365, 3.9695, 0.9973], [-1.9682, 6.3761, 0.5964]],
  "forces_ev_per_angstrom": [[-0.021, 0.014, 0.098], [-0.002, 0.101, -0.067], [-0.005, 0.020, -0.003], [-0.002, 0.014, 0.005], [0.002, -0.007, 0.012], [0.007, 0.010, -0.007], [-0.010, -0.012, -0.015], [0.007, 0.013, -0.055], [0.015, 0.009, -0.004], [-0.165, 0.025, 0.157], [-0.008, -0.027, -0.045], [-0.004, -0.031, -0.042], [-0.009, 0.002, 0.016], [-0.005, 0.003, -0.004], [0.070, -0.005, 0.011], [-0.062, 0.274, -0.238], [0.148, -0.161, 0.073], [0.013, -0.042, 0.056], [-0.072, -0.021, -0.048], [-0.131, 0.011, 0.010], [-0.008, -0.007, 0.017], [0.211, 0.379, 0.173], [0.029, 0.077, 0.020], [-0.004, 0.024, -0.062], [0.021, 0.002, -0.057], [0.077, -0.152, 0.004], [0.034, -0.080, 0.032], [-0.005, 0.001, 0.009], [-0.009, -0.046, -0.013], [0.034, -0.195, -0.003], [-0.064, 0.079, -0.095], [-0.048, 0.150, -0.081], [-0.002, -0.001, 0.006], [0.017, 0.015, 0.009], [-0.002, -0.004, 0.009], [-0.033, -0.004, 0.091], [-0.141, -0.185, 0.059], [-0.005, -0.004, -0.001], [0.043, -0.410, 0.000], [-0.075, 0.052, 0.053], [-0.011, 0.024, 0.000], [-0.003, -0.003, 0.004], [-0.003, -0.007, 0.005], [0.007, -0.062, 0.008], [0.106, -0.037, -0.192], [-0.014, -0.022, 0.100], [0.075, 0.163, 0.065], [0.025, 0.063, -0.078], [-0.017, -0.001, 0.006]],
  "mol_weight_g_mol": 589.3,
  "charge": 2,
  "multiplicity": 4,
  "lumo_ev": [-7.05, -7.36]
}


No. 4
{
  "formula": "C16H29IrN3O2SSi2",
  "method": "ωB97M-V/def2-TZVPD",
  "species": ["H", "H", "C", "H", "H", "N", "Ir", "H", "S", "H", "O", "H", "H", "H", "C", "H", "C", "H", "C", "C", "C", "H", "C", "N", "C", "H", "H", "H", "H", "C", "C", "H", "C", "H", "H", "H", "Si", "H", "H", "O", "C", "C", "C", "H", "H", "C", "H", "H", "N", "Si", "C", "H", "H", "H"],
  "positions_angstrom": [[0.6782, -4.9582, 4.1738], [-0.2822, -3.7715, 0.1596], [0.2985, -2.8762, 3.8411], [-2.3617, 2.9304, -2.4234], [-1.6753, -1.8824, -2.7036], [-0.6323, 1.6816, 3.6105], [-0.2619, 0.7075, 0.7594], [2.3983, -0.7400, 0.2472], [-0.9728, 2.8385, 1.1703], [0.9716, -0.4276, -4.3883], [-0.5735, -1.3249, 0.6341], [-2.9612, -0.6535, -0.1955], [-0.0924, -0.4390, 4.5932], [2.2888, -1.4363, -3.7792], [0.4235, -4.1920, 3.4534], [2.9407, 1.9495, -1.4990], [2.0925, 2.5682, 1.0858], [-1.5855, 2.2523, -3.8558], [-3.1427, 0.2681, -0.7558], [0.2144, -4.5125, 2.1113], [-0.0197, -1.8498, 2.9383], [0.0975, 1.9001, -1.5430], [1.3053, -1.0235, -3.5342], [-1.2461, 3.8795, 3.6013], [-0.9238, 2.7311, 2.9029], [-4.1206, 0.1833, -1.2400], [1.7867, 2.8869, 2.0945], [2.2774, 2.0429, -3.1347], [0.6152, -1.8595, -3.4182], [-0.1555, -0.5239, 3.5089], [2.3108, -1.1737, -0.7497], [3.3153, -1.3955, -1.1238], [-0.1138, -3.5335, 1.2018], [-1.4224, -0.8633, -4.1241], [-3.2965, 1.9240, -3.5383], [-1.0767, 4.7326, 3.0947], [-1.8037, 0.5317, -2.0624], [1.7657, -2.1144, -0.6732], [0.3107, -5.5396, 1.7782], [1.6435, 1.3003, 0.7421], [2.7007, 1.3650, -2.3879], [-1.9954, -0.9643, -3.2020], [-0.1055, 0.8343, -1.3631], [-3.0504, -1.0800, -3.4677], [-3.1886, 1.0936, -0.0434], [-2.3169, 2.0500, -3.0694], [-0.9178, 3.8809, 4.5544], [1.7719, 3.3523, 0.3843], [-0.4036, 0.5476, 2.8527], [1.4623, 0.0070, -1.9461], [-0.2377, -2.1773, 1.5711], [3.1902, 2.5275, 1.0677], [3.6297, 0.9524, -2.7922], [0.4467, -2.6068, 4.8816]],
  "forces_ev_per_angstrom": [[-0.001, 0.005, 0.004], [-0.002, 0.007, -0.024], [0.024, -0.028, -0.021], [0.008, 0.019, 0.009], [0.006, 0.006, 0.019], [-0.003, 0.130, 0.103], [-0.315, -0.037, 0.295], [0.009, -0.030, -0.094], [-0.002, 0.102, -0.022], [-0.016, -0.001, 0.001], [0.549, 0.009, -0.220], [0.002, 0.019, -0.019], [-0.076, 0.016, -0.005], [0.018, 0.016, -0.007], [0.014, 0.021, 0.050], [-0.002, 0.009, 0.017], [-0.071, 0.121, 0.069], [0.011, -0.002, -0.013], [0.065, -0.019, 0.013], [-0.014, 0.004, -0.050], [0.161, -0.005, -0.044], [-0.033, -0.008, -0.165], [0.000, 0.074, -0.013], [-0.002, 0.022, 0.001], [0.091, -0.100, 0.047], [-0.009, 0.002, -0.010], [0.027, -0.004, -0.026], [0.004, 0.006, -0.019], [-0.002, -0.028, 0.013], [-0.214, -0.024, 0.010], [-0.050, -0.009, 0.029], [0.018, -0.025, -0.030], [-0.034, -0.047, 0.033], [0.006, -0.003, -0.013], [-0.015, -0.003, 0.001], [0.011, 0.002, 0.011], [0.160, -0.020, -0.083], [-0.043, -0.097, 0.002], [-0.001, 0.003, -0.002], [-0.064, -0.255, 0.164], [-0.001, -0.032, -0.019], [-0.031, 0.022, 0.008], [-0.279, -0.076, 0.206], [-0.014, 0.000, -0.004], [-0.016, 0.055, 0.044], [-0.034, -0.050, 0.033], [-0.015, -0.015, 0.003], [0.003, 0.001, 0.005], [0.224, 0.189, -0.460], [0.104, 0.049, 0.093], [-0.158, 0.020, 0.086], [-0.005, 0.000, 0.002], [0.002, -0.008, -0.009], [0.008, 0.001, 0.002]],
  "mol_weight_g_mol": 575.9,
  "charge": -1,
  "multiplicity": 1,
  "lumo_ev": 2.83
}


No. 5
{
  "formula": "C3H8N2O",
  "method": "ωB97M-V/def2-TZVPD",
  "species": ["H", "O", "H", "H", "H", "H", "N", "C", "C", "H", "C", "H", "H", "N"],
  "positions_angstrom": [[-0.7761, 0.4538, -2.4762], [-1.3512, 0.3998, 2.0263], [1.2607, -0.6645, -0.8644], [0.5998, -2.0165, 1.0261], [-1.3131, -1.6198, 2.1473], [0.6371, 1.1659, -2.6235], [0.3867, -0.4797, -0.3952], [0.0626, 0.9441, -0.6470], [-0.9177, -0.6773, 1.7228], [-0.8747, 1.1252, -0.1371], [0.4286, -0.9504, 1.0008], [1.2011, -0.4848, 1.6278], [0.8507, 1.6436, -0.3569], [-0.1944, 1.1606, -2.0508]],
  "forces_ev_per_angstrom": [[-0.337, -0.167, 0.389], [-0.144, -0.181, -0.395], [0.202, -0.320, 0.050], [0.017, -0.313, -0.177], [-0.671, 0.115, -0.111], [0.309, 0.159, 0.171], [0.061, 0.143, 0.320], [-0.518, -0.967, -0.587], [1.483, -0.599, 0.716], [0.184, 0.406, 0.355], [-0.792, 1.206, -0.441], [0.049, 0.182, 0.003], [-0.104, 0.018, 0.316], [0.260, 0.319, -0.611]],
  "mol_weight_g_mol": 88.1,
  "smiles": "NCNCC=O",
  "multiplicity": 1,
  "lumo_ev": 0.76
}


No. 6
{
  "formula": "C2H4NPS",
  "method": "ωB97M-V/def2-TZVPD",
  "species": ["S", "C", "P", "H", "H", "C", "H", "N", "H"],
  "positions_angstrom": [[0.1227, 4.0338, 0.2914], [-0.3401, 0.6721, -0.3830], [0.6393, 2.5427, 1.6239], [-1.2703, 0.2456, -0.5247], [-0.0457, 1.2962, -1.2769], [0.5241, -0.1127, 0.5945], [1.5833, -0.1617, 0.3157], [-0.0111, 1.1580, 0.8469], [0.0877, -1.1038, 0.8702]],
  "forces_ev_per_angstrom": [[0.858, -2.116, 2.272], [1.485, 1.036, -2.723], [-1.745, 0.987, -3.488], [-2.139, -0.554, 0.006], [0.345, -1.012, 0.963], [1.068, -1.790, -2.097], [-0.296, 0.013, 0.383], [0.236, 2.186, 4.125], [0.188, 1.250, 0.558]],
  "mol_weight_g_mol": 105.1,
  "smiles": "S=PN1CC1",
  "multiplicity": 1,
  "lumo_ev": -0.99
}


No. 7
{
  "formula": "C4H7NO2",
  "method": "ωB97M-V/def2-TZVPD",
  "species": ["O", "C", "C", "N", "C", "O", "H", "H", "C", "H", "H", "H", "H", "H"],
  "positions_angstrom": [[1.8777, 0.0496, 1.9592], [1.7327, -0.5679, 0.9211], [-1.7928, 0.7263, -0.3679], [0.9182, -0.0830, -0.0540], [-1.5214, -0.6408, -0.9132], [-1.1594, 1.7237, -0.6049], [0.5423, 0.8384, 0.1127], [-1.8987, -0.7159, -1.9380], [0.0316, -1.0097, -0.8323], [0.0987, -1.9439, -0.2939], [-1.9973, -1.4248, -0.3287], [2.2485, -1.5187, 0.6639], [0.3969, -1.0330, -1.8833], [-2.7371, 0.8560, 0.2100]],
  "forces_ev_per_angstrom": [[0.761, -0.577, -0.232], [-0.490, 0.784, 0.626], [-1.550, 0.698, -0.196], [-1.232, -0.777, -1.018], [1.915, -0.483, 0.884], [0.363, -0.310, -0.051], [0.141, 0.026, 0.133], [0.181, 0.164, 0.109], [0.460, 1.297, -0.916], [0.098, -0.515, -0.555], [-0.559, 0.313, 0.073], [-0.248, 0.176, 0.271], [-0.071, -0.504, 0.806], [0.232, -0.291, 0.065]],
  "mol_weight_g_mol": 101.1,
  "smiles": "O=CCCNC=O",
  "multiplicity": 1,
  "lumo_ev": 0.48
}


no.,DFT total energy (a.u.)
1,-1377.37330
2,-592.15947
3,-4105.33282
4,-2023.45001
5,-303.81843
6,-872.84343
7,-361.82055